ORCA calculation (ωB97M-V/def2-TZVPD) on 10 unconnected molecules or ions with the total composition C54H129N7O9 in a non-equilibrium geometry.

Values from the calculation:
LUMO, eV: 0.615
SMILES: CCOC(=O)OC.CCOC(=O)OC.CCOC(=O)OC.CCN(CC)CC.CCN(CC)CC.CCN(CC)CC.CCN(CC)CC.CCN(CC)CC.CCN(CC)CC.CCN(CC)CC
Kohn-Sham gap, Ha: 0.3195
F_max, eV Å⁻¹: 3.742

The geometry in ORCA input format:
```
! RIJCOSX wB97M-V def2-TZVPD def2/J DEFGRID3
* xyz 0 1
C -3.276 -3.214 0.723
C -3.514 -2.962 2.195
O -4.141 -1.673 2.530
C -5.428 -1.605 2.195
O -6.186 -2.520 2.066
O -5.931 -0.375 2.196
C -4.982 0.728 2.245
H -2.674 -2.381 0.349
H -4.207 -3.366 0.159
H -2.613 -4.076 0.687
H -2.677 -2.964 2.873
H -4.080 -3.777 2.635
H -5.457 1.674 2.107
H -4.342 0.559 1.381
H -4.385 0.684 3.169
C 4.895 0.252 0.446
C 5.109 1.488 -0.452
O 5.662 2.617 0.287
C 4.838 3.344 1.082
O 3.683 3.054 1.208
O 5.491 4.359 1.558
C 4.748 5.213 2.413
H 4.219 0.477 1.281
H 5.861 0.021 0.903
H 4.600 -0.654 -0.072
H 4.168 1.893 -0.758
H 5.657 1.395 -1.386
H 4.559 4.819 3.377
H 3.834 5.628 2.031
H 5.367 6.062 2.619
C 0.130 -2.463 7.011
C -1.143 -1.689 7.059
O -2.185 -2.411 6.419
C -3.269 -1.637 6.160
O -3.315 -0.490 6.386
O -4.185 -2.470 5.601
C -5.473 -1.958 5.323
H 0.137 -3.372 7.620
H 0.974 -1.797 7.260
H 0.290 -2.808 5.981
H -1.091 -0.695 6.611
H -1.364 -1.482 8.151
H -5.331 -1.023 4.761
H -6.002 -1.672 6.222
H -5.984 -2.685 4.703
C 2.079 -3.522 -5.650
C 3.202 -2.462 -5.525
N 4.047 -2.698 -4.375
C 4.960 -1.574 -4.244
C 4.259 -0.295 -3.931
C 4.785 -3.918 -4.409
C 5.048 -4.422 -2.986
H 1.555 -3.614 -4.733
H 2.548 -4.490 -5.928
H 1.361 -3.269 -6.456
H 3.778 -2.331 -6.522
H 2.779 -1.503 -5.339
H 5.664 -1.832 -3.432
H 5.503 -1.465 -5.223
H 3.682 -0.364 -3.047
H 4.971 0.530 -3.787
H 3.587 -0.048 -4.724
H 5.780 -3.752 -4.870
H 4.268 -4.707 -4.979
H 5.503 -3.679 -2.316
H 5.756 -5.260 -3.102
H 4.180 -4.768 -2.417
C 0.610 1.900 -4.738
C 1.468 3.134 -4.656
N 1.017 4.241 -3.756
C -0.238 4.842 -4.205
C -0.427 6.172 -3.545
C 0.961 3.874 -2.356
C 2.232 3.200 -1.859
H 0.873 1.178 -5.546
H -0.472 2.132 -4.888
H 0.663 1.387 -3.791
H 2.487 2.874 -4.445
H 1.506 3.597 -5.644
H -0.177 5.072 -5.283
H -1.222 4.258 -3.928
H 0.529 6.747 -3.476
H -1.246 6.714 -3.976
H -0.632 6.063 -2.484
H 0.172 3.181 -2.116
H 0.808 4.754 -1.746
H 3.121 3.773 -2.122
H 2.414 2.161 -2.270
H 2.121 3.113 -0.763
C -0.845 0.996 -1.408
C -0.850 -0.440 -0.902
N 0.195 -0.784 0.042
C 0.185 0.014 1.264
C -0.951 -0.352 2.207
C 1.557 -0.980 -0.526
C 1.551 -1.583 -1.886
H 0.161 1.148 -1.901
H -0.914 1.695 -0.581
H -1.601 1.303 -2.138
H -1.771 -0.666 -0.389
H -0.837 -1.051 -1.785
H 1.144 0.031 1.801
H 0.091 1.078 0.952
H -1.169 0.268 3.100
H -1.867 -0.464 1.665
H -0.786 -1.375 2.546
H 2.094 -1.582 0.206
H 2.136 -0.057 -0.513
H 1.111 -0.946 -2.686
H 0.988 -2.561 -1.768
H 2.569 -1.863 -2.184
C -4.908 5.460 0.158
C -3.724 5.057 1.002
N -3.441 3.644 0.858
C -3.455 3.196 -0.541
C -2.475 3.945 -1.473
C -2.340 3.195 1.667
C -2.393 3.526 3.146
H -5.160 6.517 0.238
H -5.762 4.964 0.514
H -4.751 5.305 -0.891
H -2.817 5.640 0.749
H -3.962 5.235 2.031
H -4.450 3.290 -0.982
H -3.216 2.128 -0.460
H -2.463 3.392 -2.414
H -1.442 3.938 -1.076
H -2.732 4.997 -1.596
H -2.187 2.095 1.593
H -1.440 3.667 1.284
H -1.539 3.180 3.776
H -2.296 4.599 3.335
H -3.313 3.139 3.638
C 0.822 -8.476 -0.634
C -0.085 -7.405 -1.087
N 0.385 -6.014 -0.958
C 1.653 -5.826 -1.601
C 1.514 -6.213 -3.102
C 0.603 -5.647 0.467
C 0.702 -4.159 0.725
H 0.316 -9.423 -0.673
H 1.066 -8.279 0.398
H 1.688 -8.509 -1.302
H -0.370 -7.551 -2.113
H -1.034 -7.410 -0.581
H 1.998 -4.769 -1.548
H 2.408 -6.455 -1.059
H 2.432 -6.019 -3.661
H 1.289 -7.269 -3.163
H 0.715 -5.595 -3.513
H 1.471 -6.117 0.918
H -0.294 -5.979 1.090
H -0.237 -3.648 0.561
H 1.435 -3.637 0.099
H 0.979 -3.915 1.733
C 0.981 2.647 4.333
C 2.367 2.134 4.749
N 2.508 2.076 6.193
C 3.901 2.220 6.604
C 4.471 3.636 6.496
C 1.933 0.889 6.796
C 1.642 1.039 8.279
H 0.744 2.312 3.316
H 1.045 3.764 4.345
H 0.186 2.264 5.012
H 2.626 1.153 4.278
H 3.113 2.799 4.308
H 4.181 1.809 7.547
H 4.468 1.551 5.945
H 4.529 4.059 5.516
H 3.965 4.369 7.128
H 5.525 3.587 6.758
H 2.657 0.083 6.612
H 1.005 0.675 6.261
H 1.461 0.061 8.741
H 0.817 1.717 8.436
H 2.492 1.521 8.763
C -1.761 -1.150 -4.879
C -3.108 -0.470 -5.195
N -3.802 0.003 -3.953
C -4.947 0.909 -4.416
C -4.411 2.258 -4.879
C -4.368 -1.184 -3.201
C -4.567 -0.735 -1.745
H -1.854 -2.094 -4.303
H -1.177 -0.523 -4.217
H -1.215 -1.351 -5.824
H -3.051 0.380 -5.898
H -3.799 -1.188 -5.677
H -5.487 0.535 -5.279
H -5.653 1.032 -3.587
H -5.135 3.059 -4.889
H -3.676 2.683 -4.175
H -4.038 2.273 -5.899
H -3.662 -2.034 -3.162
H -5.269 -1.603 -3.662
H -5.149 -1.415 -1.123
H -5.080 0.271 -1.648
H -3.635 -0.612 -1.201
*
```

---

ORCA calculation (ωB97M-V/def2-TZVPD) on a molecular structure, C35H36FeNO2 in a non-equilibrium geometry.

Values from the calculation:
Expectation value of S²: 6.0936
LUMO (alpha / beta), eV: 2.560 / 2.556
Relative energy (zero: lowest compared OMol25 entry of this formula, charge and spin), eV: 3.116
Kohn-Sham gap (alpha / beta), Ha: 0.1348 / 0.2075
F_max, eV Å⁻¹: 5.192

The geometry in ORCA input format:
```
! RIJCOSX wB97M-V def2-TZVPD def2/J DEFGRID3
* xyz -1 5
C -6.830 -0.160 2.909
O -6.011 -1.341 3.098
C -4.667 -1.264 2.882
C -3.971 -2.495 2.771
C -2.679 -2.466 2.272
C -2.082 -1.256 1.861
C -0.646 -1.219 1.282
C 0.271 -0.434 2.233
C 0.496 -0.807 3.646
C 1.450 0.117 4.202
C 1.784 1.089 3.166
C 1.013 0.797 2.005
Fe 2.140 -0.759 2.519
C 2.510 -2.364 1.410
C 2.847 -2.537 2.815
C 3.813 -1.503 3.171
C 4.046 -0.688 1.993
C 3.249 -1.225 0.911
C -2.736 -0.050 2.129
C -4.022 -0.020 2.624
H -7.833 -0.524 3.063
H -6.574 0.588 3.647
H -6.708 0.228 1.906
H -4.480 -3.425 3.060
H -2.126 -3.415 2.222
H -0.287 -2.246 1.404
H 0.016 -1.663 4.149
H 1.745 0.164 5.254
H 2.405 1.973 3.271
H 0.884 1.336 1.077
H 1.949 -3.066 0.805
H 2.515 -3.362 3.437
H 4.300 -1.401 4.135
H 4.756 0.126 1.895
H 3.304 -0.923 -0.130
H -2.194 0.870 1.979
H -4.537 0.934 2.786
O -0.405 1.948 -1.004
C 0.431 1.239 -1.915
C 0.053 1.759 -3.300
C -0.420 3.052 -3.405
C -0.813 3.560 -4.653
C -0.683 2.768 -5.806
C -0.132 1.475 -5.719
C 0.295 1.011 -4.467
C 1.931 1.612 -1.671
C 2.375 2.256 -0.513
C 3.754 2.291 -0.251
C 4.677 2.094 -1.282
C 4.193 1.733 -2.543
C 2.842 1.434 -2.722
C 0.050 -0.230 -1.866
C -1.165 -0.714 -2.649
C -1.438 -2.125 -2.267
C -1.145 -2.245 -0.769
N -0.469 -1.014 -0.078
H -0.643 1.385 -0.234
H -0.542 3.672 -2.523
H -1.228 4.572 -4.734
H -0.996 3.136 -6.798
H -0.023 0.817 -6.602
H 0.759 0.021 -4.403
H 1.673 2.777 0.153
H 4.092 2.524 0.755
H 5.753 2.219 -1.111
H 4.862 1.674 -3.398
H 2.499 1.111 -3.706
H 0.959 -0.854 -2.093
H -1.967 -0.021 -2.408
H -0.976 -0.650 -3.729
H -2.467 -2.380 -2.493
H -0.812 -2.850 -2.772
H -2.041 -2.401 -0.207
H -0.508 -3.096 -0.500
H 0.567 -1.170 -0.179
*
```

---

ORCA calculation (ωB97M-V/def2-TZVPD) on 10 unconnected molecules or ions with the total composition C20H64BF4N5O9 in a non-equilibrium geometry.

Values from the calculation:
LUMO, eV: -1.873
Kohn-Sham gap, Ha: 0.2451
F_max, eV Å⁻¹: 3.365

The geometry in ORCA input format:
```
! RIJCOSX wB97M-V def2-TZVPD def2/J DEFGRID3
* xyz 0 1
O 1.945 2.646 0.183
H 2.224 1.860 -0.293
H 2.443 3.439 -0.028
H 1.003 2.777 0.054
B -1.062 -1.755 1.221
F -2.396 -1.490 0.808
F -0.529 -2.032 -0.026
F -0.652 -0.557 1.830
F -0.932 -2.775 2.118
C -2.991 5.752 0.316
C -3.174 4.236 0.065
C -4.564 3.927 -0.580
O -5.667 4.571 0.089
C -5.911 4.300 1.483
N -2.134 3.766 -0.824
H -3.592 6.048 1.176
H -3.266 6.384 -0.530
H -1.998 6.080 0.623
H -3.090 3.640 0.974
H -4.617 2.845 -0.459
H -4.557 4.267 -1.615
H -5.020 4.337 2.110
H -6.389 3.365 1.776
H -6.595 5.098 1.772
H -2.402 2.889 -1.247
H -2.252 4.363 -1.631
C -0.983 3.610 5.896
C -0.853 4.732 6.950
C 0.313 4.403 7.897
O 0.318 5.295 8.967
C -0.330 5.074 10.221
N -0.573 6.022 6.279
H -1.472 4.068 5.036
H -1.443 2.707 6.297
H -0.030 3.314 5.458
H -1.839 4.694 7.413
H 1.284 4.502 7.411
H 0.424 3.361 8.197
H -0.498 6.075 10.617
H 0.334 4.551 10.909
H -1.253 4.498 10.290
H -0.430 6.759 6.954
H -1.366 6.446 5.819
C 4.981 -2.217 -2.425
C 4.761 -1.036 -1.397
C 5.855 -0.023 -1.449
O 5.670 1.142 -0.625
C 6.887 1.928 -0.648
N 3.550 -0.393 -1.793
H 5.604 -1.935 -3.274
H 4.128 -2.658 -2.940
H 5.436 -3.112 -2.001
H 4.628 -1.417 -0.385
H 5.952 0.411 -2.444
H 6.672 -0.657 -1.104
H 6.644 2.990 -0.653
H 7.657 1.748 -1.398
H 7.383 1.766 0.309
H 3.750 -0.502 -2.777
H 2.845 -1.093 -1.611
C 0.062 -7.257 -3.127
C 0.960 -7.719 -1.903
C 2.128 -8.591 -2.452
O 2.862 -7.651 -3.310
C 4.198 -7.987 -3.469
N 1.349 -6.549 -1.200
H -0.786 -6.686 -2.749
H -0.438 -8.090 -3.621
H 0.600 -6.669 -3.871
H 0.398 -8.399 -1.264
H 1.861 -9.461 -3.052
H 2.658 -8.865 -1.540
H 4.832 -8.048 -2.584
H 4.677 -7.344 -4.208
H 4.139 -9.012 -3.835
H 1.692 -5.857 -1.852
H 0.651 -6.017 -0.700
C -1.462 -1.401 -4.755
C -1.801 0.019 -4.304
C -1.757 0.965 -5.552
O -1.765 2.398 -5.253
C -2.116 3.173 -6.441
N -3.108 0.045 -3.629
H -0.449 -1.432 -5.154
H -2.207 -1.652 -5.510
H -1.432 -2.044 -3.875
H -1.138 0.444 -3.549
H -2.655 0.659 -6.089
H -0.901 0.716 -6.180
H -1.412 2.793 -7.182
H -1.896 4.230 -6.288
H -3.152 3.026 -6.743
H -3.084 -0.350 -2.700
H -3.834 -0.480 -4.094
O -4.493 -1.608 3.446
H -3.876 -1.616 2.715
H -4.082 -2.156 4.114
O 3.364 -3.769 2.941
H 2.582 -3.390 2.541
H 3.360 -3.438 3.839
O -4.370 -6.060 -0.599
H -4.016 -5.212 -0.331
H -3.972 -6.688 0.004
*
```